(1)
Computed, not measured: C11H16F6N4O5PSr as an isolated structure at a distorted geometry, with ωB97M-V/def2-TZVPD.

The expectation value of S² is 0.754. Its HOMO-LUMO gap (alpha / beta) is 8.35 / 6.06 eV. Its largest force on an atom is 1.64 eV/A. As for the spin multiplicity: 2. For the energy above the lowest of the compared OMol25 structures with the same formula, charge and spin, the calculation gives 109.9 kJ/mol.

Structure (XYZ):
```
44
Properties=species:S:1:pos:R:3:nbo_charge:R:1
Sr 0.118 0.110 -0.084 1.834
N -0.921 -1.475 1.948 -0.793
C -1.683 -0.619 2.691 -0.207
C -2.582 0.769 1.560 0.893
O -3.398 1.328 2.203 -0.495
O -2.098 0.691 0.446 -0.681
H -1.324 -2.365 1.708 0.400
H 0.079 -1.491 2.153 0.435
H -1.110 0.052 3.325 0.250
H -2.562 -1.067 3.138 0.218
O 0.770 1.397 -1.870 -0.650
N 0.209 1.308 -3.006 0.157
N -0.641 0.347 -3.086 0.124
O -0.896 -0.511 -2.104 -0.743
C -1.314 0.154 -4.360 0.177
C -2.241 -0.865 -4.427 -0.254
C -2.910 -1.084 -5.628 -0.200
C -2.649 -0.293 -6.735 -0.219
C -1.711 0.731 -6.636 -0.199
C -1.036 0.965 -5.449 -0.249
H -2.431 -1.460 -3.548 0.248
H -3.642 -1.879 -5.685 0.214
H -3.173 -0.467 -7.666 0.216
H -1.502 1.362 -7.491 0.217
H -0.312 1.760 -5.363 0.244
C 3.773 -3.078 -0.830 -0.415
N 2.868 -2.860 -1.957 -0.395
C 3.214 -3.277 -3.317 -0.411
C 1.734 -2.210 -1.732 0.544
O 1.426 -1.815 -0.597 -0.758
H 4.605 -3.686 -1.173 0.206
H 3.257 -3.590 -0.021 0.220
H 4.149 -2.131 -0.444 0.225
H 4.093 -3.912 -3.267 0.216
H 3.444 -2.422 -3.950 0.212
H 2.405 -3.852 -3.763 0.213
H 1.078 -2.031 -2.589 0.163
F 0.522 1.540 1.626 -0.655
P 1.936 1.318 2.551 2.614
F 1.583 -0.328 2.456 -0.631
F 2.713 1.092 1.155 -0.586
F 1.004 1.424 3.839 -0.576
F 3.224 1.043 3.405 -0.560
F 2.156 2.880 2.493 -0.562
```



(2)
Computed, not measured: C6H12IrN4O3S as an isolated structure, with ωB97M-V/def2-TZVPD.

Its HOMO-LUMO gap is 7.31 eV. Its largest force on an atom is 0.70 eV/A. Its net charge is +1. For the energy above the lowest of the compared OMol25 structures with the same formula, charge and spin, the calculation gives 0.0 kJ/mol.

Structure (XYZ):
```
27
Properties=species:S:1:pos:R:3:nbo_charge:R:1
Ir -0.392 0.211 -0.006 0.865
N -1.079 -1.756 0.418 -0.768
C -0.053 -2.698 -0.108 -0.333
C 0.729 -2.077 -1.249 0.652
O 1.263 -2.702 -2.119 -0.493
N 0.732 -0.678 -1.189 -0.505
C 1.704 0.128 -1.920 -0.373
C 1.369 1.602 -1.742 0.771
O 1.916 2.463 -2.375 -0.570
O 0.467 1.847 -0.805 -0.767
H -1.948 -1.881 -0.097 0.411
H -1.287 -1.993 1.383 0.413
H 0.668 -2.894 0.686 0.245
H -0.483 -3.645 -0.426 0.249
H 2.700 -0.021 -1.491 0.238
H 1.746 -0.163 -2.967 0.271
C 0.062 4.933 0.788 -0.448
N -0.471 3.649 1.230 -0.509
C 0.272 2.690 1.715 0.415
N 1.541 2.881 2.018 -0.741
S -0.445 1.091 2.031 -0.027
H -0.750 5.518 0.371 0.249
H 0.814 4.772 0.012 0.239
H 0.485 5.480 1.631 0.218
H -1.412 3.399 0.970 0.435
H 2.015 3.747 1.814 0.428
H 2.082 2.118 2.388 0.434
```



(3)
Computed, not measured: C4H3ClN2S as an isolated structure at a distorted geometry, with ωB97M-V/def2-TZVPD.

Its HOMO-LUMO gap is 8.78 eV. Its largest force on an atom is 4.73 eV/A. For the energy above the lowest of the compared OMol25 structures with the same formula, charge and spin, the calculation gives 225.3 kJ/mol.

Structure (XYZ):
```
11
Properties=species:S:1:pos:R:3:nbo_charge:R:1
C 2.040 -1.404 1.059 0.218
C -1.158 -0.719 -0.383 -0.061
C -0.621 0.362 -0.983 -0.469
C 0.961 -0.993 0.319 -0.071
N 2.889 -1.688 1.779 -0.228
N -0.253 -1.437 0.328 -0.373
S 1.046 0.465 -0.686 0.492
Cl -0.191 3.240 -0.009 -0.339
H -2.230 -1.145 -0.419 0.239
H -1.125 1.247 -1.358 0.262
H -1.358 2.072 0.352 0.332
```



(4)
Computed, not measured: a 2-piece molecular cluster, CHClNOS overall at a distorted geometry, with ωB97M-V/def2-TZVPD.

Its HOMO-LUMO gap is 5.25 eV. Its largest force on an atom is 4.94 eV/A. Its net charge is -1. For the energy above the lowest of the compared OMol25 structures with the same formula, charge and spin, the calculation gives 127.4 kJ/mol.

Structure (XYZ):
```
6
Properties=species:S:1:pos:R:3:nbo_charge:R:1
C -0.887 -0.410 -0.924 0.453
N 0.535 0.319 1.250 -1.058
O -0.844 0.644 -1.464 -0.518
S -1.402 -1.757 -0.422 -0.045
Cl 2.028 -0.125 0.569 -0.109
H 0.569 1.330 0.991 0.276
```



(5)
Computed, not measured: C44H28F6N5O3PTc as an isolated structure, with ωB97M-V/def2-TZVPD.

Its HOMO-LUMO gap (alpha / beta) is 5.05 / 5.83 eV. Its largest force on an atom is 0.72 eV/A. Its net charge is +1.

Structure (XYZ):
```
88
Properties=species:S:1:pos:R:3:mulliken_charge:R:1
Tc -0.074 0.010 -0.110 -1.157
C 3.752 -6.015 -2.593 -0.432
C 4.258 -4.756 -2.300 -0.848
C 3.424 -3.773 -1.786 0.107
C 2.076 -4.045 -1.584 -1.129
C 1.565 -5.308 -1.880 0.109
C 2.406 -6.293 -2.378 -0.884
C 1.182 -2.998 -1.024 1.501
C 0.167 -2.492 -1.772 0.710
C -0.228 -2.945 -3.065 -1.611
C -1.430 -2.378 -3.314 -1.147
C -1.734 -1.535 -2.205 1.353
N -0.766 -1.585 -1.262 -0.053
C -2.905 -0.753 -2.104 0.558
C -3.041 0.222 -1.169 0.906
C -4.132 1.145 -1.146 -1.106
C -3.770 2.155 -0.324 -1.513
C -2.494 1.808 0.210 0.365
C -1.816 2.564 1.189 1.646
C -2.198 3.982 1.403 -1.190
C -3.219 4.336 2.277 0.336
C -3.550 5.675 2.438 -0.869
C -2.865 6.652 1.728 -0.417
C -1.847 6.294 0.854 -0.868
C -1.509 4.958 0.688 -0.060
C -0.883 1.985 1.994 0.595
N -0.404 0.683 1.842 0.399
C 0.264 0.433 2.991 0.632
C 0.954 -0.762 3.263 1.344
C 1.499 -0.965 4.629 -0.534
C 0.614 -1.076 5.703 -0.095
C 1.103 -1.273 6.986 -0.865
C 2.474 -1.337 7.205 -0.405
C 3.356 -1.208 6.141 -0.900
C 2.871 -1.027 4.854 -0.066
C 1.171 -1.690 2.286 0.683
C 1.974 -2.857 2.464 -1.470
C 2.111 -3.421 1.246 -1.569
C 1.339 -2.640 0.335 0.715
N 0.737 -1.596 0.962 0.724
C 0.232 1.561 3.869 -1.320
C -0.444 2.542 3.228 -1.621
N -2.048 0.626 -0.273 0.452
C -3.977 -0.948 -3.117 -1.091
C -4.104 -0.038 -4.162 0.238
C -5.087 -0.234 -5.124 -0.967
C -5.942 -1.326 -5.038 -0.442
C -5.813 -2.231 -3.992 -0.847
C -4.825 -2.048 -3.033 0.019
H 4.406 -6.783 -2.987 0.407
H 5.304 -4.536 -2.474 0.414
H 3.817 -2.787 -1.556 0.523
H 0.514 -5.517 -1.710 0.493
H 2.011 -7.277 -2.602 0.407
H 0.335 -3.627 -3.683 0.683
H -2.052 -2.479 -4.191 0.630
H -5.037 1.043 -1.730 0.616
H -4.319 3.053 -0.081 0.623
H -3.751 3.568 2.832 0.498
H -4.344 5.952 3.121 0.420
H -3.126 7.695 1.856 0.407
H -1.313 7.055 0.296 0.437
H -0.719 4.669 0.000 0.561
H -0.456 -1.020 5.527 0.477
H 0.413 -1.374 7.815 0.403
H 2.855 -1.483 8.207 0.414
H 4.424 -1.243 6.312 0.407
H 3.560 -0.915 4.022 0.527
H 2.385 -3.183 3.406 0.644
H 2.656 -4.312 0.972 0.563
H 0.690 1.592 4.847 0.576
H -0.674 3.540 3.569 0.622
H -3.427 0.810 -4.222 0.495
H -5.182 0.470 -5.944 0.426
H -6.708 -1.473 -5.789 0.394
H -6.484 -3.080 -3.920 0.407
H -4.716 -2.757 -2.217 0.485
F 0.183 0.639 -2.083 -0.241
P -0.238 1.920 -3.360 1.323
F 1.079 1.408 -4.058 -0.378
F -1.064 0.740 -4.054 -0.360
F -0.594 2.984 -4.459 -0.342
F -1.523 2.236 -2.454 -0.248
F 0.608 2.918 -2.461 -0.402
O 2.045 0.038 -0.428 -0.345
N 2.150 1.321 -0.260 1.011
O 3.141 1.941 -0.396 -0.598
O 1.009 1.830 0.101 -0.294
```